Density functional theory data (ωB97M-V with the def2-TZVPD basis set) for C33H45N2O2P2Ti as an isolated structure at a distorted geometry.

The geometry in ORCA input format:
```
! RIJCOSX wB97M-V def2-TZVPD def2/J DEFGRID3
* xyz 2 2
Ti -0.283 -0.088 -0.378
C 3.773 -0.280 0.405
P 2.292 0.604 -0.171
C 2.849 1.378 -1.729
C 2.142 1.938 1.087
C 2.949 3.072 1.080
C 2.835 4.033 2.076
C 1.922 3.858 3.106
C 1.123 2.721 3.139
C 1.220 1.756 2.138
P 0.163 0.259 2.113
C -1.005 0.435 3.485
C 1.232 -1.091 2.708
H 4.611 0.417 0.362
H 3.992 -1.141 -0.226
H 3.644 -0.616 1.431
H 3.174 2.407 -1.586
H 2.061 1.365 -2.478
H 3.688 0.804 -2.121
H 3.680 3.220 0.293
H 3.466 4.912 2.053
H 1.840 4.599 3.891
H 0.428 2.593 3.961
H -1.619 1.330 3.389
H -0.476 0.461 4.438
H -1.665 -0.433 3.481
H 2.000 -0.696 3.373
H 1.689 -1.637 1.887
H 0.614 -1.790 3.269
N -2.949 -1.399 -1.251
C -4.177 -1.279 -1.758
C -4.426 0.068 -1.927
C -3.263 0.690 -1.482
N -2.355 -0.202 -1.061
H -2.457 -2.245 -0.995
H -4.775 -2.154 -1.964
H -5.318 0.525 -2.319
H -3.036 1.743 -1.468
C -1.757 3.069 0.775
C -0.773 2.972 -0.336
O -0.417 1.832 -0.713
C -0.228 4.153 -0.979
C 0.455 4.033 -2.195
C 0.977 5.160 -2.798
C 0.828 6.398 -2.176
C 0.150 6.528 -0.969
C -0.391 5.404 -0.373
H -2.145 2.089 1.032
H -2.578 3.734 0.504
H -1.263 3.507 1.648
H 0.538 3.068 -2.674
H 1.490 5.084 -3.747
H 1.241 7.282 -2.649
H 0.039 7.499 -0.506
H -0.916 5.502 0.568
C 0.098 -1.520 -3.173
C 0.800 -2.809 -2.782
C 2.245 -2.565 -2.348
C 0.068 -3.675 -1.773
C -0.088 -5.026 -2.058
C -0.729 -5.879 -1.170
C -1.220 -5.380 0.021
C -1.073 -4.034 0.369
C -1.628 -3.547 1.696
C -3.158 -3.654 1.767
C -1.008 -4.329 2.860
C -0.423 -3.226 -0.550
O -0.268 -1.853 -0.258
H 0.555 -1.077 -4.060
H 0.174 -0.737 -2.410
H -0.965 -1.655 -3.375
H 0.824 -3.394 -3.704
H 2.270 -2.052 -1.383
H 2.785 -1.959 -3.080
H 2.785 -3.505 -2.225
H 0.291 -5.410 -2.999
H -0.841 -6.928 -1.409
H -1.727 -6.046 0.708
H -1.360 -2.495 1.803
H -3.463 -4.679 1.989
H -3.647 -3.373 0.833
H -3.556 -3.017 2.560
H -1.240 -5.392 2.779
H -1.412 -3.987 3.817
H 0.078 -4.247 2.892
*
```

## Properties
Expectation value of S²: 0.7541
Relative energy (zero: lowest compared OMol25 entry of this formula, charge and spin) (kcal/mol): 10.52
HOMO-LUMO gap (spin up / spin down) (eV): 7.170 / 7.235
LUMO (spin up / spin down) (eV): -6.48 / -6.42
Highest occupied orbital energy (spin up / spin down) (hartree): -0.5016 / -0.5017